# 1
55
Properties=species:S:1:pos:R:3:forces:R:3:mulliken_charge:R:1 method="wB97M-V/def2-TZVPD" homo_lumo_gap_ha=0.283 smiles="O=C1C=CC(=O)C=C1.O=C1C=CC(=O)C=C1.O=C1C=CC(=O)C=C1.O=C1C=CC(=O)C=C1.O=[PH2]BI"
I -0.495370 3.399663 6.215967 -1.0614 -0.2839 -0.1613 -0.03
P -4.098888 3.031493 6.574467 -0.6400 -2.4038 0.6673 0.30
O 7.010248 4.425901 -6.571953 -0.0092 -0.0492 0.0844 -0.55
O 0.528439 -7.085719 2.356721 0.0065 0.0913 -0.0554 -0.54
O 4.897477 1.843003 -2.458344 0.0747 0.0507 -0.0458 -0.53
O -4.503220 1.631163 7.054330 0.7125 1.8046 -0.4524 -0.60
O -3.876644 1.188436 3.582832 -0.3861 -0.3126 -0.3944 -0.57
O -2.460096 0.374997 -0.902163 0.7012 0.3937 -0.6417 -0.43
O 0.264030 -2.565584 -0.390688 0.0015 -0.0995 0.0913 -0.44
O -4.186230 -3.473249 1.093790 0.0677 0.0581 0.0679 -0.57
O 1.660598 1.819529 -3.908978 -0.1582 0.0097 -0.0504 -0.52
C -4.539996 -2.254577 3.072301 -0.0325 0.0540 0.1673 -0.47
C 4.527564 3.138577 -4.387683 -0.0571 0.2144 -0.1862 -0.10
C 6.524894 3.834606 -5.629082 0.0380 0.1355 -0.2396 0.35
C 1.390366 -5.779463 0.603204 0.1062 0.1463 -0.2069 -0.40
C -0.531197 -5.009009 2.056878 -0.1208 0.2392 -0.0190 -0.36
C 1.322676 -4.643102 -0.088381 0.1110 -0.2043 0.0069 -0.38
C -1.702920 1.387338 -2.877839 0.0385 0.0808 -0.1970 -0.41
C -3.593542 -1.198846 0.968311 -0.1581 -0.0268 0.4222 -0.19
C 0.719344 1.485757 -3.218611 0.1970 -0.0157 -0.0252 0.25
C -4.112820 -2.401294 1.662552 -0.0798 -0.0833 -0.1177 0.18
C -1.501150 0.698764 -1.582306 -0.1617 -0.0305 0.0347 0.22
C 5.379996 2.435054 -3.402879 -0.1462 -0.1127 0.1568 0.40
C -0.597287 -3.873420 1.364333 -0.0381 -0.1733 0.1848 -0.06
C 6.844969 2.480356 -3.610696 0.2256 0.0518 -0.1148 -0.35
C -3.946553 0.119482 3.006672 -0.0203 0.0180 -0.0062 0.18
C 0.467473 -6.049785 1.728420 -0.0025 -0.2445 0.1464 0.31
C -0.672875 1.751355 -3.638400 -0.2615 0.0311 -0.0290 -0.46
C 0.925250 0.800859 -1.925585 -0.0642 -0.1251 0.2426 -0.45
C -0.103295 0.432862 -1.162080 0.0235 0.0870 0.0399 0.01
C 5.060856 3.789305 -5.421339 -0.1291 -0.0954 0.1589 -0.42
C -3.518599 -0.025002 1.597944 -0.0491 -0.2280 0.0465 -0.12
C -4.463105 -1.081768 3.697195 -0.0823 -0.1973 0.1801 -0.43
C 7.377019 3.130987 -4.644228 0.0457 -0.1494 0.2248 -0.38
C 0.322542 -3.603563 0.240858 0.0249 0.1619 -0.1515 0.24
B -2.480803 2.863060 5.537497 0.6984 0.4789 -0.1663 0.28
H -0.804208 2.254148 -4.588247 0.0371 -0.0007 -0.0012 0.43
H 8.445767 3.175349 -4.811511 -0.0118 0.0270 -0.0397 0.40
H 4.454352 4.310027 -6.151312 0.0369 0.0121 -0.0186 0.42
H -4.770812 -0.951827 4.728039 0.0262 0.0740 -0.0006 0.50
H -3.146254 0.864769 1.116025 -0.0077 0.0228 0.0114 0.49
H 0.035434 -0.068835 -0.214110 -0.0616 -0.0461 -0.0388 0.39
H -3.288068 -1.331252 -0.055079 -0.0171 -0.0550 -0.0044 0.52
H -1.197613 -5.222114 2.882992 0.0124 -0.0395 -0.0101 0.43
H -4.914963 -3.145972 3.559822 -0.0002 -0.0109 -0.0382 0.45
H -2.617079 2.427854 4.445721 0.4691 0.2408 0.3744 -0.03
H 2.115117 -6.551328 0.377690 -0.0202 -0.0235 0.0349 0.40
H -5.133312 3.552403 5.724964 0.6129 0.3918 0.4139 0.05
H -1.318218 -3.102909 1.588641 -0.0751 0.0992 -0.0139 0.39
H 7.452038 1.959697 -2.880881 -0.0361 -0.0102 0.0198 0.41
H 1.952915 0.617932 -1.637298 0.0199 0.0337 -0.0450 0.49
H 3.460448 3.093866 -4.220903 0.0301 -0.0727 0.0278 0.36
H -2.728966 1.575050 -3.168263 -0.0116 -0.0262 0.0406 0.43
H 1.988532 -4.428434 -0.914693 -0.0246 0.0397 -0.0017 0.42
H -3.824259 3.953412 7.625366 -0.3936 0.0719 -0.3728 0.06

# 2
57
Properties=species:S:1:pos:R:3:forces:R:3:mulliken_charge:R:1 method="wB97M-V/def2-TZVPD" homo_lumo_gap_ha=0.143
Te 4.356879 -4.628281 -1.592418 -0.1804 -0.5868 0.1369 -0.14
Te 2.217407 -3.036791 1.338988 -0.4874 0.0234 2.1061 -0.03
Te 3.080865 -2.370247 -1.561742 0.3393 1.5982 -1.6141 -0.21
Te 2.833932 -5.501305 0.869893 -0.0108 -0.0933 -0.4072 -0.25
Zr 0.675226 -0.942122 -0.031644 1.1601 -1.6892 0.2208 -0.68
Br 0.840825 6.375123 -1.088498 0.0021 -0.0094 0.0023 -0.20
S -0.947728 -2.141588 1.795476 -0.1432 -0.0137 -0.2071 -0.38
O 1.793541 0.459360 -1.092745 -0.1218 0.0628 -0.0459 -0.53
N -0.814559 0.098760 -1.440173 -0.4951 0.0410 0.3674 0.29
N -3.461046 -1.216623 1.552570 -0.0548 0.0563 0.0901 -0.36
N -0.567709 -2.526662 -1.255559 -0.1081 -0.0348 0.0090 0.60
N -1.811137 0.364295 1.496923 -0.0169 0.1708 0.0351 -1.73
N 2.172722 0.309070 1.464243 -0.0344 -0.0127 0.1052 0.41
N -0.424604 0.467445 1.468269 0.0120 0.4224 -0.4078 1.93
C -4.229694 -1.024063 -2.520135 -0.0130 -0.0032 0.0014 -0.99
C -1.388405 -4.759284 -1.487521 0.0288 -0.0047 0.0104 -1.08
C 0.145973 1.290216 2.261438 0.0608 -0.0346 0.0342 0.48
C -2.622422 -4.313832 -1.851850 -0.0391 0.0331 -0.0033 -0.74
C -1.783311 -2.067709 -1.677226 -0.2110 0.3171 0.1724 0.49
C 0.059638 3.648796 -1.224665 -0.0202 -0.0106 0.0053 -0.77
C 1.588909 1.741501 -1.147142 -0.1371 0.0888 -0.0748 0.70
C 4.331765 1.226911 1.886242 -0.0103 0.0139 0.0159 -0.96
C 0.272937 2.257480 -1.233212 -0.0222 -0.0359 0.0410 -0.40
C -0.589576 2.120978 3.257656 0.0054 0.0284 -0.0158 -1.86
C 3.497363 0.276796 1.318687 0.0308 -0.1362 0.0559 0.04
C 2.433121 4.003904 -1.093475 -0.0244 -0.0095 -0.0060 -0.38
C -0.851980 1.392321 -1.443374 0.1322 0.1284 0.0309 0.70
C 2.664387 2.650470 -1.116302 0.0067 -0.0171 -0.0128 -0.57
C 2.390647 2.300693 2.761760 0.0006 0.0096 0.0164 -1.17
C 3.768754 2.254936 2.618976 -0.0079 -0.0095 -0.0051 -0.49
C 1.123922 4.503200 -1.134129 0.0122 0.0332 0.0061 -0.29
C -4.092958 -2.375463 -2.382708 0.0003 0.0065 -0.0199 -0.92
C -0.378048 -3.826479 -1.186817 0.0551 0.0020 -0.0903 0.34
C 1.622524 1.311929 2.168356 -0.0021 0.0351 -0.0356 0.77
C -1.963208 -0.661157 -1.784902 0.1370 -0.0118 -0.0783 0.52
C -3.156314 -0.159797 -2.232476 -0.0739 -0.0663 0.0300 -0.93
C -2.144239 -0.895106 1.614000 0.0927 0.0444 -0.1398 0.54
C -2.860051 -2.921951 -1.965375 0.1784 -0.2226 -0.0968 1.09
H 3.669678 2.251680 -1.095705 0.0003 -0.0050 -0.0030 0.58
H -0.950297 4.034915 -1.290406 0.0019 0.0033 -0.0019 0.51
H -3.732262 -2.115999 1.909019 0.0124 -0.0117 -0.0348 0.24
H -5.167324 -0.604000 -2.858278 0.0022 0.0046 0.0004 0.40
H -1.498286 1.607103 3.558991 -0.0044 0.0006 -0.0088 0.42
H -3.424828 -5.008458 -2.069525 -0.0044 0.0055 0.0018 0.44
H -4.914592 -3.043364 -2.607970 0.0012 -0.0027 0.0021 0.42
H 3.891938 -0.543923 0.727814 -0.0193 0.0073 -0.0268 0.28
H -1.162085 -5.812199 -1.402118 0.0077 0.0006 0.0019 0.43
H 0.603050 -4.166007 -0.874421 -0.0084 0.0029 0.0004 0.10
H 5.400387 1.146526 1.747892 -0.0012 -0.0045 -0.0021 0.46
H 0.026681 2.324773 4.130480 -0.0107 -0.0071 0.0091 0.49
H -1.787726 1.919542 -1.621711 -0.0303 -0.1116 -0.1864 0.18
H -3.302161 0.902323 -2.368905 0.0019 -0.0013 0.0054 0.32
H -0.882604 3.073445 2.808327 0.0069 0.0061 0.0063 0.29
H -4.123468 -0.461687 1.637767 0.0003 -0.0155 0.0049 0.25
H 1.915545 3.097646 3.314519 0.0077 0.0097 -0.0027 0.42
H 3.264261 4.694983 -1.046132 -0.0028 0.0045 -0.0013 0.46
H 4.389754 3.016992 3.070977 -0.0014 0.0010 0.0037 0.44

# 3
51
Properties=species:S:1:pos:R:3:forces:R:3:lowdin_spin:R:1 method="wB97M-V/def2-TZVPD" multiplicity=4 homo_lumo_gap_ha="0.230 / 0.229" s2=3.76
V -0.094625 0.372550 -0.212904 0.0523 -0.5738 0.1506 2.78
Cl 2.336791 -5.929384 -0.390404 -0.0132 0.0151 -0.0080 0.00
Cl 2.109311 -0.529545 -1.363543 0.2395 -0.1658 0.2807 0.01
S 2.213882 -2.963359 0.836936 0.0900 -0.2074 -0.0619 0.00
O -1.223650 2.432106 -3.527813 0.0055 -0.0585 -0.0600 0.02
N -1.425939 2.053389 -0.007162 0.2298 0.0323 -0.0478 0.01
N -1.016164 -1.502906 -0.727900 0.1803 0.2435 -0.1183 0.01
N -0.673254 0.685748 -2.102187 0.1432 -0.0373 0.3892 0.00
C -0.149336 -0.303257 3.127581 -0.0237 0.0367 -0.0069 0.00
C -1.126550 -1.659215 -2.059059 -0.2328 -0.0503 -0.0163 0.01
C -1.695784 4.062856 -1.263741 0.0201 0.0432 0.0070 0.00
C 2.318300 -4.540704 -1.434594 -0.0284 0.0092 0.1158 0.00
C 2.274072 -2.434867 -3.206773 0.0548 -0.0893 0.0518 0.00
C -1.860812 -3.915017 -1.763139 0.0167 -0.0455 0.0227 0.01
C 2.341722 -3.724544 -3.699364 -0.0129 -0.0367 0.0312 0.00
C -1.312639 2.737602 -1.164765 -0.3420 -0.0538 -0.1540 0.01
C -2.242117 4.685157 -0.154706 0.0083 0.0333 -0.0041 0.01
C 1.476690 0.898859 1.821596 0.0749 0.0901 0.0258 0.01
C -1.555366 -2.861415 -2.602465 0.1062 0.0082 -0.0368 0.00
C -0.460891 0.862610 3.808952 0.0028 0.0057 0.0042 0.01
C 2.359246 -4.779368 -2.793223 -0.0098 0.0337 -0.0173 0.00
C -0.792723 -0.474110 -2.940477 -0.0035 0.2028 -0.1480 0.00
C 0.836587 -0.299782 2.138966 -0.0593 0.2395 0.0943 0.02
C 0.187759 2.054516 3.491456 0.0021 -0.0145 -0.0200 0.00
C -1.980567 2.648553 1.052183 0.0738 0.1174 -0.0445 0.01
C -1.010170 1.921251 -2.435541 -0.2591 0.0578 0.0294 0.01
C -1.315552 -2.525809 0.082064 0.1404 -0.0356 -0.0207 0.01
C 1.143963 2.079002 2.491107 -0.0094 0.0286 -0.0266 0.01
C 2.235521 -2.243643 -1.835525 -0.2539 0.3684 -0.1497 0.01
C -1.743638 -3.747156 -0.390615 -0.0098 0.0163 -0.0081 0.00
C -2.413767 3.960716 1.016996 0.0084 -0.0432 -0.0065 0.00
C 2.255723 -3.243530 -0.851025 -0.0343 -0.1596 -0.1906 0.00
H 2.408915 -5.804187 -3.135419 0.0017 0.0103 -0.0198 0.00
H -2.558033 5.718875 -0.210966 -0.0074 -0.0039 0.0134 0.00
H -1.960725 -4.547558 0.301392 0.0159 -0.0012 -0.0095 0.00
H 1.654051 3.002081 2.246836 0.0117 0.0039 0.0187 0.00
H -2.184484 -4.862253 -2.174366 0.0000 -0.0007 0.0091 0.00
H 2.266709 -1.580028 -3.869632 0.0076 -0.0084 0.0026 0.00
H -0.629941 -1.235002 3.400137 -0.0139 0.0025 -0.0123 0.00
H 2.313520 0.880210 1.128947 -0.0216 0.0084 -0.0031 0.00
H 0.131220 -0.705618 -3.482591 0.0098 0.0364 -0.0110 0.00
H -0.054174 2.961902 4.030430 -0.0005 -0.0030 -0.0009 0.00
H -1.200115 0.845265 4.600174 -0.0003 0.0060 -0.0020 0.00
H -2.068728 2.046825 1.945617 0.0018 -0.0007 0.0022 0.00
H -1.178375 -2.349764 1.140401 0.0070 -0.0184 -0.0116 0.00
H -2.873390 4.399866 1.891111 0.0027 0.0033 -0.0038 0.00
H 1.197710 -1.217811 1.668909 -0.1625 0.0042 -0.0244 0.00
H -1.573730 -0.336933 -3.694390 -0.0072 -0.0272 -0.0091 0.00
H 2.384481 -3.907691 -4.764070 0.0035 -0.0028 0.0058 0.00
H -1.595533 4.554514 -2.221003 -0.0015 -0.0181 -0.0065 0.00
H -1.631399 -2.960201 -3.677228 -0.0036 -0.0013 0.0057 0.00

The DFT total energy results, record by record, are as follows: -2266.847024; -5421.237680; -3428.086781 Ha.